The following is a quantum chemistry calculation of 3 unconnected molecules or ions with the total composition C28H48F2NO14P3S at a distorted geometry, from OMol25.

```
97
Properties=species:S:1:pos:R:3:forces:R:3
C 10.271 2.279 -1.684 -0.39 -0.14 -0.36
C 10.440 3.499 -2.555 1.07 0.12 0.49
O 11.519 4.012 -2.652 0.19 0.27 -0.37
O 9.358 4.019 -3.197 -0.64 -0.80 0.13
C 9.481 3.925 -4.627 0.30 0.49 -0.41
C 8.155 4.215 -5.318 -0.42 -0.15 0.72
C 6.936 3.528 -4.639 0.92 0.14 -0.24
C 6.341 4.481 -3.599 -0.66 -0.03 0.14
C 5.044 3.990 -2.978 0.70 -0.05 -0.33
C 3.834 4.652 -3.223 0.16 0.06 0.02
F 3.930 5.728 -3.998 -0.11 -0.08 0.03
C 2.599 4.269 -2.692 -0.42 -0.78 0.69
P 1.065 5.193 -3.023 -0.08 1.83 -1.45
O -0.105 4.170 -3.473 0.75 -0.48 0.70
O 0.652 5.844 -1.626 -0.10 -0.86 0.13
S 1.165 6.591 -4.342 0.01 -0.08 -0.07
C 2.572 3.128 -1.849 -0.45 0.05 -0.21
C 1.336 2.572 -1.148 1.07 -0.31 0.05
C 1.388 2.879 0.350 -1.12 -0.46 -0.38
F 0.977 4.179 0.578 0.34 0.10 0.22
C 3.767 2.474 -1.611 0.35 -0.29 0.02
C 4.989 2.887 -2.148 -0.52 0.24 -0.15
C 6.060 1.949 -1.632 -1.27 1.23 0.36
O 7.143 1.689 -2.049 0.49 -0.11 -0.03
N 5.445 1.358 -0.491 0.25 -2.40 -1.17
C 4.057 1.248 -0.783 -0.05 1.77 -0.23
O 3.347 0.344 -0.464 -0.18 -0.38 0.33
H 9.861 2.576 -0.718 -0.25 -0.12 -0.09
H 9.637 1.543 -2.177 -0.30 0.13 0.25
H 11.238 1.814 -1.514 0.12 0.30 -0.02
H 9.871 2.936 -4.888 -0.14 -0.04 0.04
H 10.213 4.674 -4.943 0.10 -0.19 -0.08
H 8.225 3.899 -6.359 0.16 0.11 0.00
H 8.000 5.296 -5.281 -0.03 -0.01 -0.28
H 7.307 2.603 -4.199 -0.27 0.00 0.19
H 6.195 3.250 -5.391 -0.09 0.19 0.06
H 6.151 5.427 -4.105 -0.06 0.00 0.10
H 7.029 4.702 -2.783 0.23 -0.21 -0.16
H 0.234 3.270 -3.567 -0.23 -0.06 -0.14
H 0.085 6.599 -1.846 0.09 0.11 0.12
H 1.415 1.484 -1.223 -0.10 0.03 0.00
H 0.392 2.848 -1.606 -0.05 0.31 0.34
H 2.373 2.697 0.779 0.04 0.24 -0.04
H 0.665 2.224 0.845 0.11 0.04 0.12
H 5.772 0.387 -0.475 0.44 0.23 0.94
C -2.837 3.398 3.188 -0.08 -0.08 -0.08
C -1.822 2.377 3.675 0.00 0.26 -0.13
O -2.440 1.274 4.334 -0.37 0.08 -0.69
P -3.276 0.190 3.441 1.73 -1.65 7.66
O -2.186 -0.591 2.783 -1.50 1.29 -3.31
O -3.679 -0.909 4.596 -0.49 -0.02 -0.49
C -3.296 -2.282 4.489 0.25 -0.11 0.12
C -1.987 -2.547 5.206 0.07 0.04 0.19
O -4.713 0.949 3.785 0.58 0.31 -3.23
C -5.834 0.773 2.904 -0.37 -0.12 -0.04
C -6.297 -0.665 2.853 0.10 -0.20 -0.14
H -3.454 2.987 2.384 0.03 0.05 -0.03
H -2.335 4.287 2.806 0.03 -0.03 -0.01
H -3.509 3.686 3.996 0.05 0.01 0.03
H -1.211 2.016 2.841 0.03 -0.03 0.05
H -1.156 2.846 4.399 -0.01 -0.15 0.09
H -3.246 -2.590 3.445 0.09 0.08 -0.02
H -4.093 -2.867 4.952 -0.07 0.13 0.02
H -1.226 -1.813 4.940 -0.04 -0.03 -0.20
H -1.612 -3.543 4.968 -0.03 -0.01 0.01
H -2.127 -2.479 6.286 -0.02 -0.03 -0.01
H -5.565 1.127 1.905 -0.10 0.06 0.00
H -6.632 1.413 3.278 0.15 0.09 0.12
H -5.532 -1.291 2.382 -0.08 -0.09 0.02
H -7.210 -0.748 2.262 0.02 0.01 -0.03
H -6.484 -1.067 3.848 0.01 0.09 0.03
C -3.911 -3.604 -1.026 0.02 -0.18 0.00
C -4.694 -3.351 0.251 0.30 0.22 -0.11
O -5.720 -4.322 0.465 0.53 -0.56 -0.17
P -5.294 -5.828 0.900 -6.31 1.84 0.42
O -4.798 -5.721 2.294 2.68 -1.07 -1.32
O -6.776 -6.485 1.117 0.50 -0.28 -0.20
C -7.152 -7.061 2.367 -0.15 0.11 0.26
C -7.864 -6.052 3.247 -0.17 0.12 -0.04
O -5.240 -6.415 -0.627 2.65 -0.19 1.22
C -4.446 -7.601 -0.867 0.02 -0.34 -0.06
C -4.968 -8.810 -0.115 -0.10 0.08 0.19
H -3.320 -4.519 -0.949 0.05 0.06 -0.01
H -3.229 -2.777 -1.227 -0.01 0.01 0.06
H -4.585 -3.725 -1.873 -0.03 0.06 0.01
H -4.023 -3.324 1.115 -0.05 0.01 0.02
H -5.190 -2.382 0.184 -0.14 -0.09 0.07
H -6.286 -7.487 2.874 0.08 0.15 0.00
H -7.826 -7.890 2.142 0.01 0.04 -0.15
H -7.321 -5.108 3.295 0.18 -0.10 0.04
H -7.984 -6.440 4.260 -0.01 -0.01 -0.01
H -8.853 -5.829 2.843 0.00 -0.03 0.01
H -3.406 -7.399 -0.597 0.00 0.00 -0.06
H -4.481 -7.784 -1.940 -0.08 0.18 -0.01
H -4.853 -8.686 0.965 0.04 -0.02 -0.03
H -4.420 -9.705 -0.409 0.03 0.03 -0.03
H -6.029 -8.959 -0.313 0.01 0.00 -0.07
```
Forces are in eV/Å.

As for the charge: 0. Its SMILES is CC(=O)OCCCCc1c(F)c(P(O)(O)=S)c(CCF)c2c1C(=O)NC2=O.CCOP(=O)(OCC)OCC.CCOP(=O)(OCC)OCC. The HOMO energy is -0.3267 hartree. The value obtained for the frontier orbital gap is 7.91 eV. For the LUMO energy, the calculation gives -0.98 eV.

Atom charges from the Löwdin analysis, given in e for atoms 1 to 2: 0.02 -0.53


The following is a quantum chemistry calculation of a molecular structure, C28H48F4N4O24S2 at a distorted geometry, from OMol25.

```
110
Properties=species:S:1:pos:R:3:forces:R:3
C 11.982 25.071 -11.041 0.67 -0.31 -0.18
C 12.892 24.080 -10.352 0.69 0.75 -1.26
O 12.783 23.971 -9.159 -0.35 -0.80 2.08
N 13.821 23.362 -11.035 -7.99 5.72 -1.32
C 14.267 23.718 -12.390 -1.46 3.79 3.55
H 12.473 25.607 -11.853 0.08 0.05 0.28
H 11.619 25.754 -10.274 -0.28 -0.15 -0.32
H 11.231 24.414 -11.481 -0.53 0.40 0.02
H 14.266 22.547 -10.637 -5.51 2.12 0.38
H 15.107 23.084 -12.675 -1.53 3.97 0.41
H 14.647 24.730 -12.531 0.13 0.66 1.40
H 13.398 23.823 -13.040 0.16 -1.33 0.75
C 15.414 21.483 -18.428 5.95 0.72 -0.27
C 16.517 21.066 -17.410 -0.75 -0.79 -2.95
O 16.258 20.432 -16.413 -0.16 -1.72 1.02
N 17.759 21.336 -17.728 1.52 -1.25 -0.71
C 18.855 20.866 -16.876 0.09 0.83 -0.32
H 15.834 22.088 -19.231 0.41 -0.08 -0.24
H 14.670 22.117 -17.945 4.40 -0.50 -1.26
H 14.868 20.679 -18.921 2.85 -0.22 0.57
H 17.963 21.873 -18.559 0.19 0.01 0.26
H 19.018 21.756 -16.268 1.53 -0.76 -3.93
H 19.724 20.471 -17.402 -0.20 0.36 -0.19
H 18.620 20.215 -16.035 -0.89 -0.72 -0.83
C 14.953 19.161 -13.829 1.12 -0.79 -0.15
C 13.537 19.308 -13.471 -1.83 -0.44 -0.76
O 13.086 19.349 -12.355 -0.64 -0.50 1.33
N 12.665 19.281 -14.518 1.35 1.11 -1.38
C 13.106 19.911 -15.803 0.45 -1.83 1.50
H 15.087 18.331 -14.523 -0.09 -0.03 -0.06
H 15.438 18.907 -12.886 0.41 0.08 -0.62
H 15.356 20.047 -14.320 0.17 -0.49 0.20
H 11.695 19.153 -14.270 0.06 0.58 -0.19
H 12.311 20.528 -16.222 0.95 -1.07 2.06
H 13.323 19.115 -16.515 1.15 0.74 2.04
H 14.039 20.471 -15.863 -1.85 -2.20 2.01
C 16.888 25.522 -19.952 0.53 -1.48 0.57
C 17.566 24.808 -18.771 5.95 0.36 -0.37
O 18.873 24.793 -18.656 -4.85 0.48 -0.81
N 16.855 24.210 -17.826 -1.63 -0.60 0.19
C 17.314 23.865 -16.520 1.33 0.38 -1.97
H 17.055 26.588 -19.799 -0.29 -0.08 -0.22
H 15.849 25.214 -20.063 -0.23 0.49 0.30
H 17.375 25.160 -20.858 0.27 0.39 0.02
H 15.947 23.841 -18.070 -0.01 0.80 -0.21
H 18.379 23.831 -16.290 -1.06 1.20 -3.34
H 17.010 22.913 -16.083 1.27 1.43 -3.69
H 16.937 24.530 -15.744 0.32 0.35 -2.30
C 13.034 20.406 -19.073 -1.71 -1.00 -3.94
C 11.815 19.937 -18.345 0.91 0.13 -0.94
O 11.534 21.018 -17.562 -2.74 2.52 0.06
C 12.484 21.984 -17.570 -1.13 -0.60 -0.84
O 12.437 22.996 -16.912 -2.15 -2.27 -6.21
O 13.484 21.503 -18.383 -9.69 1.65 0.85
F 12.280 18.947 -17.559 -3.73 -2.92 -3.40
H 12.812 20.682 -20.103 -0.57 0.70 -0.08
H 13.759 19.639 -19.347 0.16 -0.24 1.35
H 10.915 19.714 -18.918 0.23 -0.58 0.12
C 14.821 22.331 -15.975 0.01 2.80 0.23
C 13.781 22.989 -15.161 2.79 -0.88 1.02
O 14.595 23.990 -14.456 1.94 -1.05 -0.41
C 15.885 23.759 -14.523 -1.46 -1.57 1.27
O 16.736 24.377 -13.916 -2.95 -4.04 1.43
O 16.005 22.581 -15.220 -4.00 -1.70 3.12
F 13.486 22.009 -14.335 -8.27 0.59 -4.15
H 14.850 22.800 -16.959 0.73 0.98 1.63
H 14.655 21.263 -16.121 1.40 2.56 0.01
H 12.896 23.272 -15.731 1.47 0.95 3.18
C 11.648 25.296 -14.233 0.43 -0.17 0.78
C 12.857 25.911 -14.955 -1.49 1.65 1.99
O 12.119 26.940 -15.642 3.49 0.00 -0.91
C 10.941 26.469 -15.974 -3.20 0.75 -2.64
O 10.239 26.852 -16.893 1.47 -0.55 1.78
O 10.586 25.542 -15.105 -1.18 -1.97 -0.78
F 13.609 25.033 -15.696 -3.43 5.77 -3.55
H 11.288 25.814 -13.344 1.13 0.18 0.17
H 11.853 24.268 -13.935 -0.77 -0.23 -0.54
H 13.462 26.443 -14.221 0.59 -0.23 -0.48
C 18.580 22.591 -14.621 -0.08 0.77 1.55
C 18.996 22.583 -13.187 -0.37 -0.66 -0.06
O 19.016 23.964 -12.679 -0.09 -1.97 -2.80
C 19.067 24.692 -13.862 0.97 4.27 0.85
O 19.177 25.940 -13.872 0.30 -8.67 -0.38
O 18.954 23.910 -14.977 2.94 1.29 3.62
F 20.238 22.086 -13.198 2.40 -0.19 0.69
H 17.530 22.370 -14.812 1.50 0.10 1.28
H 19.024 21.878 -15.315 0.96 1.06 4.15
H 18.354 21.832 -12.726 1.78 1.86 0.94
C 16.451 26.849 -13.304 -1.46 -1.44 1.67
C 16.769 26.554 -14.714 1.69 0.61 -0.91
O 17.855 27.405 -14.997 0.65 2.58 -1.18
S 18.336 28.422 -13.800 2.13 -0.48 -1.78
O 18.575 29.765 -14.380 -2.00 -2.85 1.56
O 19.485 27.863 -13.108 -2.17 3.23 0.21
O 16.946 28.061 -13.026 1.86 6.22 0.89
H 16.894 26.312 -12.465 -0.46 -1.61 -0.69
H 15.370 26.956 -13.220 -0.14 -0.36 0.51
H 15.926 26.788 -15.364 0.02 0.01 -0.28
H 17.145 25.535 -14.807 -0.04 2.49 -0.69
C 15.401 21.543 -9.654 2.21 -0.38 3.47
C 14.837 20.186 -9.986 -2.03 1.16 2.31
O 15.107 20.059 -11.263 3.33 0.81 -6.22
S 15.602 21.441 -12.114 1.64 -5.20 0.82
O 14.608 21.731 -13.138 7.16 -6.39 7.18
O 17.007 21.322 -12.555 -5.36 -0.82 1.84
O 15.360 22.377 -10.810 12.92 -6.79 -0.42
H 16.437 21.496 -9.317 0.14 -0.15 -0.19
H 14.888 22.026 -8.822 -0.47 0.46 -0.47
H 13.748 20.239 -9.953 -0.34 -0.25 0.75
H 15.196 19.294 -9.473 0.25 0.49 0.54
```
Forces are in eV/Å.

As for the charge: 0. The HOMO energy is -0.3227 hartree. The value obtained for the frontier orbital gap is 8.17 eV. For the LUMO energy, the calculation gives -0.61 eV.

Atom charges from the Löwdin analysis, given in e for atoms 1 to 2: 0.01 -0.53


The following is a quantum chemistry calculation of a molecular structure, C28H49BBeBrCl4Cs2IKN4O14S2 at a distorted geometry, from OMol25.

```
108
Properties=species:S:1:pos:R:3:forces:R:3
C 4.224 2.405 -0.086 0.17 0.13 1.06
O 2.921 1.844 -0.170 0.05 0.32 -0.31
C 2.270 2.202 -1.389 0.01 -0.66 -0.03
C 1.162 1.152 -1.615 0.69 -0.21 -0.73
C 0.434 1.315 -2.984 -0.44 -0.53 0.66
C -0.942 2.064 -2.941 1.10 0.81 -0.59
C -1.181 2.990 -1.713 -1.35 -0.82 -0.74
C -2.026 2.248 -0.621 0.61 1.57 0.63
C -1.361 2.422 0.784 -0.10 -0.66 0.31
C -1.354 1.145 1.670 0.13 0.58 0.23
C -2.711 0.416 1.782 -0.04 1.47 0.13
N -2.952 -0.555 0.693 1.41 -1.72 0.14
N -4.260 -1.124 0.731 -0.66 1.66 1.30
C -4.980 -0.674 -0.281 -0.47 -0.52 -1.07
C -6.056 0.358 -0.057 -0.36 -0.65 -0.17
C -4.764 -1.134 -1.718 0.95 1.66 0.48
C -1.985 -1.535 0.543 -0.10 0.48 -0.64
N -1.008 -1.289 -0.311 -0.01 -1.12 0.63
C 0.076 -2.236 -0.631 0.59 -0.26 0.33
C 1.352 -2.110 0.329 -0.28 1.06 -1.59
C 2.472 -3.176 -0.239 0.13 0.56 -0.62
I 3.435 -2.408 -2.014 -0.25 -0.19 0.52
N -2.006 -2.810 1.209 0.43 0.78 -1.09
S -2.587 -2.727 2.827 -1.06 -0.12 0.73
C -2.825 -3.826 0.494 0.24 -1.64 0.41
C -2.173 -5.302 0.409 -0.09 -0.42 1.06
C -1.172 -5.684 1.577 -0.17 -0.18 -0.28
O -1.480 -5.570 -0.818 0.03 0.53 0.66
H 4.177 3.508 -0.101 0.09 -0.33 -0.30
H 4.934 2.012 -0.833 -0.45 0.18 -0.05
H 4.619 2.123 0.905 -0.16 0.06 -0.40
H 3.029 2.126 -2.194 -0.53 0.03 0.06
H 1.891 3.241 -1.401 0.16 -0.31 0.23
H 1.704 0.186 -1.660 -0.18 0.37 0.14
H 0.488 1.087 -0.740 0.12 0.35 -0.28
H 0.235 0.290 -3.356 0.17 0.42 -0.05
H 1.144 1.759 -3.701 -0.37 0.00 0.28
H -1.745 1.321 -3.084 0.06 0.40 0.29
H -0.968 2.717 -3.831 -0.10 -0.41 0.24
H -1.786 3.835 -2.076 0.38 -0.21 0.21
H -0.262 3.436 -1.317 -0.20 -0.33 -0.12
H -2.256 1.208 -0.896 0.27 0.27 0.14
H -2.996 2.776 -0.563 0.20 -0.51 -0.12
H -1.851 3.226 1.361 0.06 -0.28 -0.38
H -0.305 2.736 0.692 -0.43 -0.10 -0.12
H -0.516 0.508 1.336 -0.38 -0.06 0.24
H -1.090 1.473 2.693 -0.04 -0.28 -0.37
H -3.501 1.183 1.691 0.24 -0.40 -0.10
H -2.838 0.001 2.797 -0.03 -0.35 -0.61
H -6.645 0.187 0.855 0.23 -0.01 -0.29
H -5.513 1.319 0.072 0.06 -0.48 0.02
H -6.686 0.475 -0.948 -0.03 -0.17 0.45
H -5.335 -2.053 -1.935 0.04 0.25 0.43
H -5.098 -0.327 -2.389 0.06 -0.51 -0.01
H -3.672 -1.261 -1.847 -0.39 -0.32 -0.18
H -1.014 -0.401 -0.812 -0.21 -0.05 0.17
H -0.379 -3.257 -0.711 0.65 0.72 0.29
H 0.432 -1.987 -1.645 -0.14 -0.05 0.42
H 1.090 -2.245 1.439 -0.15 2.92 -3.15
H 1.727 -1.075 0.227 0.06 -0.50 -0.09
H 3.322 -3.398 0.512 -1.08 0.61 -1.70
H 1.964 -4.158 -0.585 0.93 1.58 0.49
H -1.651 -2.100 3.577 0.20 -0.33 -1.04
H -3.801 -3.914 1.056 1.31 1.12 -1.46
H -3.049 -3.496 -0.529 -0.04 0.06 0.41
H -3.016 -6.059 0.457 0.81 0.95 -0.14
H -1.515 -5.407 2.625 0.53 0.04 -1.33
H -1.085 -6.786 1.569 0.02 0.44 -0.06
H -0.126 -5.304 1.336 -3.16 -1.31 -0.01
H -1.887 -6.338 -1.254 0.25 0.02 0.11
C -7.333 -2.822 0.062 1.73 -2.85 -3.98
O -7.933 -1.994 0.919 -2.54 1.01 0.97
O -7.452 -2.729 -1.174 -0.78 1.36 0.61
O -6.575 -3.738 0.516 0.56 0.25 2.44
K -4.779 -5.459 1.972 -1.85 -0.30 0.42
Cs 1.477 -4.079 1.948 1.34 -4.76 5.57
C 8.902 -3.963 -2.161 -0.41 0.94 0.61
S 8.039 -2.512 -1.523 0.40 -0.01 -0.04
O 6.808 -3.008 -0.814 -0.47 0.08 0.02
C 7.513 -1.889 -3.129 -0.24 0.07 0.01
H 9.280 -4.529 -1.316 -0.04 0.05 0.02
H 8.213 -4.575 -2.732 -0.13 0.14 0.05
H 9.730 -3.645 -2.787 -0.04 0.06 0.00
H 6.916 -2.647 -3.641 0.10 -0.09 0.04
H 8.390 -1.637 -3.724 0.01 -0.04 0.03
H 6.911 -0.992 -2.973 0.05 0.01 0.04
B 1.501 7.382 0.521 -0.31 -0.10 -1.07
O 1.715 8.836 0.720 0.04 -0.73 0.70
C 2.013 9.019 1.988 -0.21 2.28 -1.40
O 2.256 10.086 2.492 0.35 -0.45 0.49
C 2.015 7.712 2.691 -1.36 -2.29 0.38
O 2.259 7.545 3.867 -2.20 -0.53 -0.19
O 1.722 6.748 1.854 0.26 0.82 0.28
O 0.148 7.098 0.023 0.66 -0.10 0.01
C 0.270 6.462 -1.146 -1.38 0.21 0.21
O -0.637 6.081 -1.822 0.06 -0.04 -0.01
C 1.731 6.302 -1.460 1.35 -0.19 -0.51
O 2.192 5.771 -2.427 -0.17 -0.10 0.09
O 2.442 6.843 -0.472 -0.42 0.10 0.42
Be -3.134 -4.946 -2.449 -0.52 0.10 -0.82
C -0.064 -0.644 6.770 0.39 0.32 0.33
Cl 1.395 -1.471 7.306 -0.14 -0.01 -0.07
Cl 0.229 1.076 6.553 -0.09 -0.14 -0.04
Cl -0.664 -1.367 5.254 0.19 0.08 0.31
H -0.829 -0.771 7.527 -0.04 -0.06 -0.12
Br -9.735 -1.492 0.337 2.10 -0.41 0.53
Cl 9.656 -6.146 -3.461 0.43 -1.15 -0.64
Cs 4.530 8.219 3.987 3.37 1.10 0.66
```
Forces are in eV/Å.

As for the charge: +1. The HOMO energy is -0.2398 hartree. The value obtained for the frontier orbital gap is 2.30 eV. For the LUMO energy, the calculation gives -4.23 eV.

Atom charges from the Löwdin analysis, given in e for atoms 1 to 2: -0.10 -0.21